Entry from the OMol25 dataset: 2 unconnected molecules or ions with the total composition C5H6Br2NO2 in a non-equilibrium geometry (wB97M-V/def2-TZVPD).

Each line ends with the Löwdin charge.
Positions of all 16 atoms, in Å:
C (0.671, 1.337, 2.260)  -0.76
C (0.536, -0.716, -1.134)  -0.18
C (-0.751, 0.109, -1.214)  -0.23
C (0.932, -0.685, 0.426)  -0.07
C (-0.756, 0.898, 0.124)  -0.64
N (0.176, 0.470, 0.935)  0.00
O (0.875, 2.434, 1.899)  0.06
O (0.759, 0.634, 3.191)  0.09
Br (-2.040, 2.240, 0.329)  0.83
Br (-2.342, -2.913, -1.613)  -0.62
H (0.656, -1.732, -1.335)  0.05
H (1.350, -0.401, -1.837)  0.11
H (-0.796, 0.784, -2.180)  0.15
H (-1.643, -0.567, -1.201)  -0.04
H (0.402, -1.554, 0.780)  0.13
H (1.969, -0.339, 0.570)  0.14

Spin multiplicity: 1
Charge: -1
Energy relative to the best compared isomer or geometry (same formula, charge and spin): 0.0 kJ/mol
Calculated total energy: -5547.45056 Ha